# 1
{
  "formula": "C21H16ClN5O5S",
  "method": "wB97M-V/def2-TZVPD",
  "elements": ["C", "C", "C", "C", "C", "C", "C", "H", "H", "H", "C", "N", "N", "C", "C", "C", "C", "C", "C", "N", "O", "O", "H", "S", "O", "O", "N", "C", "C", "C", "C", "C", "C", "H", "H", "Cl", "H", "H", "H", "H", "H", "C", "N", "H", "O", "H", "H", "H", "H"],
  "positions_angstrom": [[-7.7233, -1.2742, 0.5690], [-6.5059, -1.1688, -0.2974], [-5.3256, -0.6203, 0.1772], [-4.1754, -0.5142, -0.6255], [-4.1885, -0.9633, -1.9359], [-5.3632, -1.5145, -2.4201], [-6.4915, -1.6127, -1.6180], [-7.3918, -2.0470, -2.0270], [-5.4064, -1.8740, -3.4367], [-3.3065, -0.8809, -2.5495], [-3.1504, 0.1037, 0.1836], [-1.9550, 0.3732, -0.2030], [-1.0921, 0.9612, 0.6193], [0.1695, 1.2179, 0.1828], [0.5322, 0.8413, -1.1279], [1.7928, 1.0726, -1.6157], [2.7448, 1.6900, -0.8097], [2.4325, 2.0720, 0.4685], [1.1556, 1.8413, 0.9839], [0.9164, 2.2627, 2.3313], [-0.2154, 2.1728, 2.7736], [1.8582, 2.6884, 2.9648], [3.1651, 2.5610, 1.0914], [4.3845, 2.0140, -1.4479], [4.5482, 1.2910, -2.6710], [4.6363, 3.4207, -1.4280], [5.3625, 1.3988, -0.2422], [5.5758, 0.0606, 0.0453], [4.7959, -0.9256, -0.5531], [4.9968, -2.2571, -0.2415], [5.9733, -2.6115, 0.6756], [6.7568, -1.6406, 1.2790], [6.5578, -0.3110, 0.9629], [7.1673, 0.4484, 1.4291], [7.5182, -1.9233, 1.9886], [6.2182, -4.2764, 1.0682], [4.3959, -3.0197, -0.7109], [4.0529, -0.6482, -1.2812], [5.9834, 2.0706, 0.1771], [2.0729, 0.7879, -2.6177], [-0.2249, 0.3672, -1.7308], [-3.7678, 0.3529, 1.5263], [-5.0530, -0.1025, 1.4373], [-5.7131, -0.0646, 2.1972], [-3.2496, 0.8494, 2.5058], [-1.3663, 1.2313, 1.5746], [-8.5490, -1.7138, 0.0167], [-8.0290, -0.2894, 0.9214], [-7.5202, -1.8974, 1.4398]],
  "total_energy_ha": -2318.13713,
  "relative_energy_kcal_mol": 0.00,
  "orbital_gap_ev": 7.3,
  "max_force_ev_per_a": 1.3
}


# 2
{
  "formula": "C21H16F3N5O",
  "method": "wB97M-V/def2-TZVPD",
  "elements": ["O", "F", "F", "F", "N", "N", "C", "C", "C", "C", "C", "C", "C", "C", "C", "C", "C", "C", "C", "C", "C", "C", "C", "C", "C", "N", "N", "N", "C", "C", "H", "H", "H", "H", "H", "H", "H", "H", "H", "H", "H", "H", "H", "H", "H", "H"],
  "positions_angstrom": [[1.8357, -0.8269, -1.6966], [-6.1736, 5.8089, -0.4369], [2.5188, -3.3693, 1.8913], [3.5044, 1.0734, 0.2677], [-4.3997, 2.6137, -0.4460], [-2.9488, 0.0928, 2.2677], [1.0504, -0.6410, -0.7182], [1.5022, -0.9468, 0.6753], [0.5759, -0.8650, 1.7119], [-4.7983, 3.8817, -0.7675], [-1.7094, -0.3819, 2.4000], [-5.0340, 1.9420, 0.5200], [-3.3196, 0.4270, 1.0466], [-6.1396, 2.5096, 1.1799], [5.6332, -1.4830, 1.8178], [-6.5708, 3.8149, 0.8402], [4.6740, -2.4605, 2.0594], [5.1978, -0.3404, 1.1399], [-2.4867, 0.3469, -0.0718], [-5.8451, 4.5376, -0.0900], [3.3599, -2.3314, 1.6646], [3.8604, -0.1548, 0.7581], [2.9123, -1.1684, 1.0100], [-0.7863, -0.4531, 1.3744], [-1.1795, -0.1124, 0.0709], [-4.6640, 0.7332, 1.0052], [-1.7561, -0.2981, -4.4388], [-0.2316, -0.1599, -1.0072], [-1.1336, -0.8506, -3.2263], [-0.5862, 0.3247, -2.3654], [0.9323, -1.0503, 2.7247], [-4.2242, 4.4014, -1.5003], [-1.3397, -0.6990, 3.3711], [-6.6748, 1.9957, 1.9465], [6.6769, -1.6447, 2.0740], [-7.4338, 4.2193, 1.3406], [4.9863, -3.3945, 2.5644], [5.9629, 0.4268, 0.9329], [-2.9441, 0.6183, -0.9890], [-5.0090, 0.5141, 1.9455], [-1.0751, 0.1520, -5.0509], [-2.5752, 0.3021, -4.2045], [-1.8080, -1.4863, -2.6737], [-0.2828, -1.4455, -3.5510], [0.3339, 0.7598, -2.8351], [-1.3142, 1.1145, -2.3228]],
  "total_energy_ha": -1458.46947,
  "orbital_gap_ev": 8.3,
  "max_force_ev_per_a": 3.9
}


# 3
{
  "formula": "C21H16IMnN3O6S2",
  "method": "wB97M-V/def2-TZVPD",
  "elements": ["Mn", "C", "C", "C", "C", "N", "C", "C", "C", "C", "C", "C", "N", "H", "H", "H", "H", "H", "H", "H", "H", "O", "S", "O", "O", "C", "C", "C", "C", "C", "C", "S", "O", "O", "O", "H", "H", "H", "H", "I", "C", "C", "C", "C", "N", "C", "H", "H", "H", "H"],
  "positions_angstrom": [[0.2374, -0.2039, -0.0109], [1.5721, -1.5378, 3.8526], [0.3975, -2.0338, 4.4041], [-0.7768, -1.9357, 3.6731], [-0.7345, -1.3959, 2.3917], [0.4280, -0.9852, 1.8347], [1.5406, -1.0122, 2.5720], [-1.8910, -1.2515, 1.5012], [-3.2121, -1.2184, 1.9264], [-4.2204, -1.0500, 0.9854], [-3.8690, -0.9921, -0.3532], [-2.5261, -1.0180, -0.7110], [-1.5517, -1.1081, 0.1957], [2.4987, -1.5654, 4.4023], [0.3973, -2.4940, 5.3810], [-1.7091, -2.2946, 4.0791], [2.4279, -0.5935, 2.1182], [-3.4444, -1.2898, 2.9765], [-5.2553, -0.9829, 1.2901], [-4.6186, -0.9014, -1.1216], [-2.2358, -0.9701, -1.7535], [-1.1662, 1.4391, -3.5496], [-0.9223, 1.5290, -2.1521], [-2.0592, 1.5339, -1.2695], [-0.0085, 0.3937, -1.7043], [-0.0322, 3.0703, -1.8377], [-0.1513, 4.0551, -2.8057], [0.2412, 5.3551, -2.5056], [0.7635, 5.6513, -1.2567], [0.9409, 4.6491, -0.3122], [0.5263, 3.3592, -0.6118], [0.7473, 2.1180, 0.6493], [1.1830, 2.7274, 1.8516], [-0.5053, 1.3129, 0.7669], [1.6749, 1.0430, 0.1446], [-0.5510, 3.7925, -3.7739], [0.1235, 6.1335, -3.2467], [1.0415, 6.6651, -1.0072], [1.3695, 4.8480, 0.6578], [0.4094, -5.1768, -3.3561], [1.4309, -3.7454, -2.2029], [2.8216, -3.7247, -2.1526], [3.4198, -2.7442, -1.3800], [2.6327, -1.8293, -0.6986], [1.2916, -1.8446, -0.7481], [0.7060, -2.7971, -1.4897], [3.4107, -4.4432, -2.7037], [4.4954, -2.6848, -1.3146], [3.0890, -1.0476, -0.1083], [-0.3777, -2.8040, -1.5165]],
  "charge": 2,
  "s2": 0.845,
  "total_energy_ha": -3670.00282,
  "spin_multiplicity": 2,
  "orbital_gap_ev": [7.3, 2.9],
  "max_force_ev_per_a": 2.3
}


# 4
{
  "formula": "C21H16N2O7",
  "method": "wB97M-V/def2-TZVPD",
  "elements": ["O", "C", "N", "C", "C", "C", "C", "C", "C", "H", "O", "C", "O", "H", "H", "H", "H", "H", "C", "H", "H", "O", "C", "O", "C", "C", "C", "C", "C", "C", "N", "C", "O", "C", "C", "C", "C", "O", "H", "H", "H", "H", "H", "H", "H", "H"],
  "positions_angstrom": [[-3.3933, 2.2400, -2.0196], [-2.8508, 1.7521, -1.0556], [-1.5308, 1.7922, -0.7670], [-0.4791, 2.3390, -1.5104], [-0.6769, 3.0354, -2.6956], [0.3962, 3.5691, -3.4042], [1.6555, 3.3834, -2.8896], [1.8558, 2.6830, -1.6981], [0.8109, 2.1511, -0.9895], [0.9780, 1.6091, -0.0729], [3.1931, 2.6434, -1.4103], [3.8340, 3.3359, -2.4620], [2.8672, 3.7999, -3.3780], [4.5345, 2.6577, -2.9754], [4.3939, 4.1912, -2.0510], [0.2436, 4.1089, -4.3229], [-1.6785, 3.1609, -3.0700], [-1.2446, 1.3331, 0.0957], [-3.6604, 1.0096, 0.0308], [-4.7206, 1.1021, -0.2093], [-3.4483, 1.4525, 1.0110], [-3.4007, -0.3911, 0.0674], [-2.3485, -0.8319, 0.7534], [-1.5625, -0.0594, 1.2966], [-2.2353, -2.2921, 0.7719], [-3.3133, -3.0650, 0.3263], [-3.2419, -4.4396, 0.3103], [-2.0789, -5.0704, 0.7361], [-1.0002, -4.3347, 1.1783], [-1.0551, -2.9393, 1.2113], [0.0083, -2.1741, 1.6432], [1.3000, -2.5548, 1.9179], [1.7125, -3.6934, 1.8966], [2.1532, -1.3940, 2.2340], [1.8839, -0.0515, 2.3871], [3.1183, 0.5677, 2.6639], [4.0451, -0.4356, 2.6594], [3.4736, -1.6101, 2.4054], [5.1055, -0.4256, 2.8189], [3.2937, 1.6092, 2.8374], [0.9323, 0.4385, 2.3319], [-0.2050, -1.1811, 1.6924], [-0.0975, -4.8240, 1.5036], [-2.0158, -6.1481, 0.7248], [-4.0836, -5.0215, -0.0313], [-4.2083, -2.5608, -0.0017]],
  "total_energy_ha": -1446.06795,
  "orbital_gap_ev": 7.7,
  "max_force_ev_per_a": 1.3
}


# 5
{
  "formula": "C21H16N8O6SV",
  "method": "wB97M-V/def2-TZVPD",
  "elements": ["V", "C", "C", "N", "N", "C", "N", "S", "C", "C", "C", "C", "C", "N", "H", "H", "H", "H", "H", "H", "H", "H", "H", "N", "C", "C", "C", "C", "C", "N", "C", "H", "H", "H", "H", "O", "C", "O", "C", "C", "C", "C", "C", "C", "N", "O", "O", "N", "O", "O", "H", "H", "H"],
  "positions_angstrom": [[-0.2624, -0.0211, 0.5861], [3.5368, -1.2543, -0.7785], [2.1946, -1.2756, -0.1812], [1.3157, -0.3275, -0.2562], [1.1745, 0.8822, -0.7529], [1.4014, 1.9025, 0.1459], [1.7578, 3.0704, -0.2820], [0.9999, 1.5114, 1.7893], [1.6583, -2.3353, 0.6677], [2.2175, -3.5829, 0.8503], [1.5753, -4.4802, 1.7057], [0.4266, -4.0757, 2.3598], [-0.0763, -2.7928, 2.1328], [0.5160, -1.9459, 1.2989], [3.7253, -0.3410, -1.3380], [3.6531, -2.1121, -1.4496], [4.2932, -1.3694, 0.0041], [1.9728, 3.2208, -1.2646], [1.8470, 3.8682, 0.3394], [3.1320, -3.8568, 0.3400], [1.9742, -5.4751, 1.8566], [-0.0908, -4.7320, 3.0465], [-0.9662, -2.4510, 2.6450], [-4.7981, 3.7884, 2.6342], [-4.1780, 3.3713, 1.7624], [-3.4304, 2.8066, 0.6803], [-3.8028, 2.9971, -0.6544], [-3.0396, 2.4107, -1.6530], [-1.9531, 1.6309, -1.3018], [-1.6051, 1.4439, -0.0162], [-2.3217, 2.0247, 0.9608], [-4.6744, 3.5925, -0.8956], [-3.2873, 2.5466, -2.6964], [-1.3460, 1.1395, -2.0511], [-2.0114, 1.8755, 1.9874], [-1.8633, -0.8250, 1.0820], [-2.0263, -1.4976, -0.0185], [-1.1439, -1.2945, -0.8985], [-3.1394, -2.4195, -0.1776], [-4.2136, -2.3684, 0.7159], [-5.2521, -3.2528, 0.5441], [-5.2628, -4.1980, -0.4693], [-4.1764, -4.2270, -1.3296], [-3.1201, -3.3547, -1.2160], [-4.1400, -5.2547, -2.4248], [-3.0713, -5.3778, -2.9859], [-5.1721, -5.8328, -2.6428], [-6.4124, -3.1838, 1.4937], [-6.4218, -2.2237, 2.2358], [-7.2089, -4.0829, 1.4245], [-4.2452, -1.6449, 1.5198], [-6.0901, -4.8879, -0.5801], [-2.2956, -3.4029, -1.9146]],
  "charge": 3,
  "total_energy_ha": -3040.29207,
  "relative_energy_kcal_mol": 10.40,
  "orbital_gap_ev": 4.9,
  "max_force_ev_per_a": 2.0
}